(1)
{"formula": "C3H10NO2S", "method": "the ωB97M-V functional and the def2-TZVPD basis", "s_squared": 2.00, "mol_weight_g_mol": 124.18, "total_charge": 1, "gap_ha": [0.1757, 0.3055], "multiplicity": 3, "species": ["C", "C", "C", "N", "O", "O", "S", "H", "H", "H", "H", "H", "H", "H", "H", "H", "H"], "xyz": [[-0.984, -1.676, -0.275], [-0.874, -0.270, 0.340], [0.359, 0.875, -0.092], [1.668, 0.750, 0.778], [0.072, 2.178, 0.108], [0.678, 0.687, -1.384], [-2.446, 0.581, 0.007], [-1.348, -1.641, -1.237], [0.023, -2.319, -0.216], [-1.596, -2.288, 0.347], [-0.925, -0.229, 1.476], [1.488, 0.428, 1.738], [2.297, -0.019, 0.483], [1.978, 1.769, 0.723], [-0.789, 2.306, -0.324], [0.721, 1.404, -2.011], [-2.091, 1.037, -1.265]], "forces_ev_per_a": [[3.8321, -0.8473, 2.2657], [2.0847, 2.2393, 1.0552], [-0.8816, -2.2328, -1.0533], [-0.3443, -0.0152, 0.1375], [-0.9232, 0.5396, 1.2391], [0.6792, -2.7473, -0.1988], [-3.1047, -0.7192, 2.4962], [-0.5631, -0.0365, -2.2326], [-1.8402, 1.7759, -0.4440], [-0.9460, -0.1497, 0.4447], [0.3520, -0.4458, -1.3735], [-0.4283, 0.9050, 0.0743], [0.0544, 1.0663, -0.8143], [0.5381, -1.7371, 0.4032], [-0.0789, 0.6564, -0.2280], [-0.0979, 1.1299, 0.1584], [1.6677, 0.6184, -1.9297]], "lowdin_charge": [-0.106, -0.536, -0.623, 0.269, 0.043, 0.077, 0.889, 0.042, 0.144, 0.067, 0.104, 0.164, 0.181, 0.200, 0.076, 0.134, -0.125]}

***

(2)
{"formula": "C25H82O31P6", "method": "the ωB97M-V functional and the def2-TZVPD basis", "mol_weight_g_mol": 1064.74, "gap_ha": 0.3518, "species": ["C", "O", "P", "O", "O", "C", "O", "C", "H", "H", "H", "H", "H", "H", "H", "H", "H", "C", "O", "P", "O", "O", "C", "O", "C", "H", "H", "H", "H", "H", "H", "H", "H", "H", "C", "O", "P", "O", "O", "C", "O", "C", "H", "H", "H", "H", "H", "H", "H", "H", "H", "C", "O", "P", "O", "O", "C", "O", "C", "H", "H", "H", "H", "H", "H", "H", "H", "H", "C", "O", "P", "O", "O", "C", "O", "C", "H", "H", "H", "H", "H", "H", "H", "H", "H", "C", "O", "P", "O", "O", "C", "O", "C", "H", "H", "H", "H", "H", "H", "H", "H", "H", "C", "O", "H", "H", "H", "H", "C", "O", "H", "H", "H", "H", "C", "O", "H", "H", "H", "H", "C", "O", "H", "H", "H", "H", "C", "O", "H", "H", "H", "H", "C", "O", "H", "H", "H", "H", "C", "O", "H", "H", "H", "H"], "xyz": [[0.290, -3.018, 0.600], [0.572, -1.717, 1.135], [-0.543, -0.589, 1.119], [-1.650, -0.749, 2.058], [0.321, 0.735, 1.257], [1.215, 1.121, 0.199], [-0.976, -0.576, -0.417], [-2.137, 0.155, -0.793], [1.113, -3.236, -0.082], [-0.651, -3.077, 0.055], [0.317, -3.770, 1.388], [2.244, 1.089, 0.556], [0.913, 2.104, -0.145], [1.186, 0.422, -0.640], [-2.489, 0.890, -0.063], [-2.956, -0.485, -1.104], [-1.873, 0.787, -1.644], [3.449, -1.161, 2.473], [4.716, -1.562, 1.928], [5.172, -0.932, 0.570], [5.607, 0.473, 0.660], [3.950, -1.223, -0.389], [3.952, -0.703, -1.718], [6.318, -1.899, 0.054], [7.513, -1.346, -0.531], [3.530, -0.853, 3.512], [2.755, -1.988, 2.377], [3.074, -0.299, 1.921], [3.233, 0.104, -1.800], [3.767, -1.500, -2.439], [4.941, -0.374, -2.059], [7.837, -0.466, 0.016], [7.288, -1.175, -1.584], [8.304, -2.093, -0.496], [-6.939, -4.137, -0.897], [-5.530, -4.377, -0.942], [-4.580, -3.137, -1.279], [-4.919, -2.382, -2.481], [-3.138, -3.798, -1.162], [-2.336, -3.994, -2.334], [-4.631, -2.257, 0.035], [-4.415, -2.739, 1.358], [-7.390, -4.413, -1.850], [-7.177, -3.093, -0.684], [-7.349, -4.777, -0.119], [-2.833, -3.659, -3.245], [-2.121, -5.057, -2.423], [-1.396, -3.448, -2.272], [-4.683, -3.787, 1.504], [-5.080, -2.140, 1.981], [-3.401, -2.560, 1.711], [-6.471, 0.625, -0.896], [-7.382, 0.415, 0.188], [-6.951, 0.643, 1.703], [-5.573, 1.062, 1.955], [-7.354, -0.701, 2.410], [-8.666, -1.266, 2.272], [-8.050, 1.679, 2.206], [-7.911, 3.027, 1.778], [-6.836, 1.373, -1.599], [-6.343, -0.338, -1.388], [-5.485, 0.970, -0.584], [-8.562, -2.271, 1.867], [-9.308, -0.652, 1.646], [-9.097, -1.354, 3.268], [-7.970, 3.751, 2.589], [-8.763, 3.265, 1.131], [-7.010, 3.221, 1.197], [-0.380, 0.568, -3.760], [0.157, 0.559, -5.087], [1.738, 0.477, -5.218], [2.358, -0.677, -4.570], [1.845, 0.598, -6.802], [3.081, 0.381, -7.469], [2.318, 1.836, -4.631], [1.940, 3.091, -5.224], [-0.349, -0.438, -3.340], [-1.391, 0.951, -3.859], [0.171, 1.212, -3.068], [3.854, 0.052, -6.773], [3.453, 1.275, -7.974], [2.910, -0.370, -8.239], [1.321, 2.964, -6.108], [2.848, 3.655, -5.423], [1.387, 3.659, -4.474], [0.109, 5.094, 2.165], [0.721, 4.445, 1.060], [1.009, 5.174, -0.325], [1.528, 4.282, -1.366], [-0.359, 5.883, -0.700], [-1.556, 5.096, -0.748], [1.940, 6.383, 0.075], [3.274, 6.106, 0.510], [0.258, 6.174, 2.146], [0.517, 4.698, 3.094], [-0.959, 4.870, 2.172], [-2.110, 5.180, 0.186], [-1.383, 4.041, -0.964], [-2.140, 5.514, -1.565], [3.966, 6.381, -0.284], [3.439, 5.067, 0.800], [3.517, 6.710, 1.384], [-2.650, 2.602, 2.491], [-3.742, 3.072, 1.711], [-2.446, 3.306, 3.306], [-2.838, 1.636, 2.962], [-1.756, 2.543, 1.861], [-4.342, 2.311, 1.637], [2.351, -4.008, 4.480], [2.976, -2.994, 5.239], [3.069, -4.832, 4.498], [1.451, -4.361, 4.991], [2.164, -3.785, 3.426], [2.368, -2.335, 5.594], [3.764, 2.805, 2.682], [4.162, 3.689, 3.721], [3.004, 3.246, 2.026], [4.590, 2.515, 2.044], [3.292, 1.890, 3.059], [3.514, 4.395, 3.743], [4.312, -5.212, 1.189], [4.258, -5.787, -0.121], [3.591, -4.393, 1.237], [4.078, -5.918, 1.988], [5.289, -4.747, 1.334], [5.158, -6.071, -0.295], [0.188, -1.025, 4.679], [1.149, -0.538, 5.628], [0.678, -1.656, 3.941], [-0.549, -1.639, 5.209], [-0.390, -0.241, 4.190], [0.626, 0.021, 6.210], [2.013, -4.839, -2.573], [0.867, -4.434, -3.311], [2.411, -5.805, -2.893], [2.824, -4.107, -2.625], [1.714, -4.939, -1.531], [1.080, -4.538, -4.242], [4.445, 2.879, -1.231], [5.400, 3.015, -0.182], [3.499, 2.499, -0.838], [4.365, 3.850, -1.707], [4.831, 2.145, -1.947], [5.543, 2.111, 0.188]], "forces_ev_per_a": [[0.6217, -0.3690, -0.2294], [-0.4464, 0.1918, -0.1014], [0.4689, 0.1424, -0.6444], [0.0836, 0.2131, 0.1996], [-0.3555, -0.4177, 0.4701], [0.1778, -0.2861, -0.3460], [-0.2191, -0.3958, 0.2178], [-0.2892, 1.1470, -0.7401], [-0.1308, -0.0213, -0.0950], [-0.0787, 0.1639, 0.1036], [-0.1692, 0.1800, 0.1685], [-0.0813, 0.3540, 0.2334], [0.2543, 0.1151, 0.0628], [-0.2426, -0.0139, 0.0623], [0.0739, -0.4562, 0.4850], [0.0313, -0.2928, 0.2329], [0.1428, -0.2533, -0.1131], [-0.3437, 0.4942, -0.0885], [0.2337, -0.3995, 0.0033], [0.3879, 0.0980, -0.0987], [-0.1597, -0.2386, -0.1513], [-0.0838, -0.0262, 0.3075], [0.6462, -0.3039, -0.9660], [0.0360, -0.0592, 0.4690], [-0.1038, -0.3774, -0.1593], [0.4041, -0.2805, 0.0368], [-0.0345, 0.0185, -0.0251], [-0.1837, -0.1062, -0.0205], [-0.0283, -0.0085, -0.1219], [-0.7052, -0.0582, 0.3383], [-0.0204, 0.4397, 0.5445], [-0.1080, 0.2016, -0.2339], [0.2233, 0.4561, 0.0350], [-0.1944, -0.1704, 0.2284], [-0.2206, -0.1627, -0.1104], [0.2731, 0.1511, -0.1811], [0.3844, -0.4688, 1.2126], [0.0775, 0.1180, -0.0913], [-0.4348, 0.3512, -0.3830], [0.2991, -0.3075, -0.6125], [-0.1061, 0.2052, -0.5682], [-0.3581, 0.2362, 0.8978], [0.0558, 0.0530, -0.0269], [0.0782, 0.0092, 0.0567], [0.0216, 0.0491, 0.0415], [-0.2178, 0.0146, 0.1542], [0.0452, 0.0304, 0.0462], [-0.0462, -0.0021, 0.3397], [0.0276, -0.0626, -0.3971], [0.0729, -0.0504, 0.0792], [0.1186, 0.0396, -0.3757], [0.6353, -0.3533, -0.5389], [0.3824, 0.4491, 0.1860], [-0.6327, 0.1592, -0.1197], [0.0717, -0.3427, -0.2357], [0.0980, 0.2586, 0.0884], [-0.0607, -0.1712, 0.2808], [0.3190, -0.3562, 0.4618], [-0.7488, 0.8738, -0.8964], [-0.4575, -0.1034, 0.1392], [0.0243, 0.1235, -0.1935], [-0.1105, -0.1198, 0.4137], [0.0229, 0.0845, -0.1786], [0.0124, -0.0474, -0.0659], [-0.0073, 0.1259, -0.0163], [0.2468, -0.4440, 0.3928], [0.0861, -0.1675, -0.0204], [0.1767, -0.1953, 0.2033], [-0.0197, -0.0932, 0.2419], [0.4482, 0.3165, -0.1548], [-0.1615, 0.1299, -0.1032], [0.2431, -0.0134, -0.0524], [-0.3386, 0.1816, 0.3629], [0.5042, -0.2838, -0.1954], [-0.0493, -0.2358, -0.3074], [-0.1080, 0.3766, 0.7167], [-0.2264, -0.0366, -0.0945], [-0.0723, -0.1903, 0.0733], [0.1370, 0.1613, -0.2674], [-0.0562, -0.1708, -0.0542], [-0.3538, 0.2277, 0.2146], [0.0780, -0.1137, 0.1392], [0.1351, -0.0430, -0.1349], [0.0297, -0.1441, -0.2728], [-0.0735, -0.1031, -0.0135], [-0.4085, 0.2419, 0.3365], [0.2924, -0.6830, -0.2695], [-0.1691, -0.0556, -0.1451], [-0.1326, -0.1779, 0.4665], [0.5399, 0.2768, 0.3651], [-0.3318, 0.0665, -0.3323], [-0.5758, 0.3039, -0.0525], [0.7226, 0.0196, 0.1618], [0.0453, -0.0159, -0.1013], [0.2142, -0.1108, -0.1517], [0.0297, 0.0985, -0.0831], [0.0373, 0.0251, 0.0163], [0.2687, 0.0323, 0.0402], [-0.1151, -0.0432, 0.0941], [-0.0203, -0.1572, -0.0520], [-0.1364, -0.0891, -0.2714], [-0.3298, 0.1631, -0.0706], [0.1890, 0.4073, 0.0660], [0.0925, -0.3521, 0.0368], [-0.0220, 0.0754, -0.0910], [-0.0516, -0.1105, -0.2483], [0.0866, -0.1841, 0.1528], [-0.1998, 0.2640, 0.0531], [0.3996, -0.4989, 0.8901], [0.3109, 0.2847, -0.2218], [-0.1445, -0.0799, -0.1375], [-0.1863, 0.0002, -0.3237], [-0.1779, 0.3837, 0.0673], [-0.2500, -0.0221, -0.2213], [-0.7143, -0.4008, -0.4277], [-0.0457, -0.0337, -0.1656], [0.1145, 0.1644, 0.0266], [0.2865, 0.1566, 0.1959], [0.1559, 0.0590, 0.3488], [0.0651, 0.0428, 0.1626], [-0.0421, 0.6505, -0.3107], [0.0795, -0.0387, 0.4113], [-0.0876, -0.1044, -0.0707], [0.1345, -0.1607, -0.1025], [-0.0143, -0.0988, 0.3146], [-0.1100, -0.1624, -0.2750], [-0.5255, -0.3188, 0.5208], [-0.3257, -0.0359, -0.4794], [0.1764, 0.1691, -0.0392], [0.0384, -0.1558, -0.1451], [0.3447, 0.1651, -0.1397], [0.3534, 0.0749, 0.2445], [0.1387, 0.0181, 0.2335], [0.1117, -0.1876, -0.0529], [-0.1174, -0.0243, -0.0526], [-0.0748, 0.0664, -0.0246], [0.0148, -0.0113, -0.0131], [-0.0855, 0.1590, -0.0395], [1.0567, -0.5678, 0.4697], [-0.0457, -0.2167, 0.1404], [-0.2588, 0.3439, -0.1978], [-0.4106, -0.0130, -0.0572], [-0.2120, 0.1248, -0.2770], [-0.0299, 0.6497, -0.3162]], "lowdin_charge": [-0.054, -0.223, 0.364, -0.210, -0.200, -0.070, -0.223, -0.068, 0.080, 0.073, 0.092, 0.068, 0.069, 0.081, 0.086, 0.079, 0.067, -0.065, -0.178, 0.373, -0.214, -0.203, -0.083, -0.204, -0.074, 0.097, 0.059, 0.058, 0.072, 0.078, 0.086, 0.087, 0.086, 0.086, -0.091, -0.218, 0.347, -0.220, -0.207, -0.085, -0.229, -0.071, 0.092, 0.079, 0.089, 0.084, 0.092, 0.068, 0.092, 0.080, 0.072, -0.072, -0.202, 0.376, -0.204, -0.203, -0.072, -0.202, -0.095, 0.091, 0.071, 0.079, 0.085, 0.087, 0.093, 0.092, 0.092, 0.086, -0.096, -0.202, 0.350, -0.218, -0.218, -0.092, -0.218, -0.074, 0.091, 0.089, 0.085, 0.087, 0.089, 0.090, 0.086, 0.091, 0.086, -0.081, -0.235, 0.350, -0.223, -0.204, -0.077, -0.204, -0.071, 0.097, 0.094, 0.066, 0.081, 0.086, 0.093, 0.097, 0.068, 0.093, -0.168, -0.150, 0.073, 0.077, 0.057, 0.002, -0.166, -0.116, 0.079, 0.084, 0.046, 0.044, -0.150, -0.098, 0.059, 0.056, 0.072, 0.060, -0.143, -0.123, 0.061, 0.074, 0.082, 0.070, -0.137, -0.124, 0.058, 0.089, 0.064, 0.080, -0.155, -0.125, 0.080, 0.074, 0.060, 0.076, -0.158, -0.166, 0.052, 0.073, 0.069, 0.007]}

***

(3)
{"formula": "C4H8N2O", "method": "the ωB97M-V functional and the def2-TZVPD basis", "mol_weight_g_mol": 100.12, "gap_ha": 0.3008, "species": ["C", "C", "N", "C", "C", "N", "O", "H", "H", "H", "H", "H", "H", "H", "H"], "xyz": [[-1.976, -0.604, -0.360], [-0.697, 0.137, -0.182], [-0.425, 1.260, 0.546], [0.963, 1.164, 0.433], [0.709, -0.277, 0.127], [1.246, -1.420, 0.185], [2.560, -1.348, 0.611], [-2.795, 0.069, -0.631], [-2.264, -1.154, 0.546], [-1.856, -1.330, -1.168], [0.130, 0.898, -1.610], [-0.991, 2.093, 0.647], [1.666, 1.640, 1.105], [0.829, 1.311, -1.259], [2.832, -2.275, 0.621]], "forces_ev_per_a": [[-0.0314, -0.0207, -0.0243], [-0.1403, -0.0223, 0.1154], [-0.1548, 0.0485, -0.1975], [0.2180, 0.0533, 0.2414], [0.2464, -0.3940, -0.1276], [-0.4483, 0.4445, -0.1318], [0.2727, -0.1903, 0.0836], [0.1429, -0.0607, 0.0360], [0.0589, 0.0841, -0.1058], [-0.0391, 0.1086, 0.1142], [0.0750, 0.0052, 0.0940], [0.0473, -0.0913, -0.0115], [-0.1137, -0.0633, -0.0767], [-0.1178, -0.0991, -0.0158], [-0.0157, 0.1976, 0.0065]], "lowdin_charge": [-0.042, -0.320, 0.016, -0.130, -0.327, 0.063, -0.044, 0.076, 0.080, 0.081, 0.106, 0.161, 0.095, 0.090, 0.093]}

***

(4)
{"formula": "C5H14S3", "method": "the ωB97M-V functional and the def2-TZVPD basis", "smiles": "CCCS.CSSC", "mol_weight_g_mol": 170.37, "gap_ha": 0.3474, "species": ["C", "C", "C", "S", "H", "H", "H", "H", "H", "H", "H", "H", "C", "S", "S", "C", "H", "H", "H", "H", "H", "H"], "xyz": [[1.121, 0.583, -2.425], [0.256, -0.510, -1.776], [-1.155, -0.050, -1.545], [-2.218, -1.492, -1.109], [2.069, 0.185, -2.783], [1.315, 1.385, -1.716], [0.592, 0.965, -3.299], [0.275, -1.417, -2.390], [0.731, -0.834, -0.846], [-1.562, 0.458, -2.418], [-1.220, 0.648, -0.712], [-3.280, -0.750, -0.707], [2.077, 0.059, 1.787], [1.034, -1.366, 2.208], [-0.320, -0.512, 3.543], [-1.515, 0.286, 2.391], [1.520, 0.836, 1.276], [2.504, 0.468, 2.703], [2.927, -0.325, 1.227], [-2.258, -0.419, 2.037], [-1.934, 1.092, 2.992], [-0.959, 0.710, 1.560]], "forces_ev_per_a": [[-0.4456, -0.4780, -0.1145], [1.0110, -0.2576, -0.1012], [-0.6475, -0.1561, 0.4122], [-0.1363, 0.5762, 0.0201], [0.0795, -0.0161, 0.1456], [0.0063, 0.1780, -0.0766], [0.1009, 0.2462, 0.0416], [-0.1726, 0.1621, -0.2153], [-0.2364, 0.1040, 0.1454], [0.0091, -0.1391, -0.1244], [0.1434, 0.0816, 0.0183], [0.2712, -0.3021, -0.1408], [0.2117, -0.1985, 0.8490], [-0.4045, 0.3348, 0.3471], [0.2587, -0.1440, -0.9065], [0.6110, -0.1319, 0.6084], [0.0508, -0.0202, -0.3014], [-0.1618, 0.0614, 0.0187], [-0.1577, 0.0384, -0.4267], [-0.0633, 0.0084, 0.0255], [-0.2936, -0.0014, -0.1878], [-0.0343, 0.0540, -0.0368]], "lowdin_charge": [-0.104, -0.356, -0.573, 0.673, 0.070, 0.068, 0.070, 0.101, 0.074, 0.071, 0.051, -0.144, -0.484, 0.407, 0.422, -0.454, 0.017, 0.025, 0.029, 0.015, 0.024, -0.001]}